1.
Here is a single C5H10O molecule from the OMol25 dataset. Energies are from wB97M-V/def2-TZVPD.

Calculated values
2S+1	1
charge	0
relative energy (zero: lowest compared OMol25 entry of this formula, charge and spin)	27.4	kcal/mol
LUMO	1.01	eV
orbital gap	0.4089	Ha
structure (SMILES)	CC[C@@]1(C)CO1

XYZ file:
```
16
Properties=species:S:1:pos:R:3:lowdin_charge:R:1
C -1.7235 -0.5849 -0.4538 -0.091
C -0.6734 0.4967 -0.7755 -0.174
C 0.6187 0.2901 -0.0050 -0.535
C 0.6484 0.7824 1.4213 -0.009
C 1.4850 -0.8188 -0.4082 -0.104
O 1.8259 0.5266 -0.7215 -0.025
H -1.2820 -1.4002 0.1268 0.074
H -2.1308 -1.0300 -1.3647 0.068
H -2.5665 -0.1962 0.1232 0.068
H -1.0686 1.4965 -0.5562 0.113
H -0.4251 0.4871 -1.8417 0.117
H 0.6042 1.8767 1.4370 0.089
H -0.2068 0.3973 1.9868 0.087
H 1.5712 0.4717 1.9196 0.086
H 1.2080 -1.4358 -1.2645 0.119
H 2.1120 -1.3115 0.3349 0.115
```

2.
Here is a molecular structure, C23H43As3HgN3O4S2Te from the OMol25 dataset. Energies are from wB97M-V/def2-TZVPD.

Calculated values
2S+1	2
charge	0
relative energy (zero: lowest compared OMol25 entry of this formula, charge and spin)	6.4	kcal/mol
LUMO (spin up / spin down)	-0.44 / -1.91	eV
orbital gap (spin up / spin down)	0.2633 / 0.2218	Ha

XYZ file:
```
80
Properties=species:S:1:pos:R:3:lowdin_spin:R:1
Hg 0.4445 -0.1684 -2.0364 0.118
C -1.2223 3.5154 1.2821 0.003
As 0.1052 2.6459 0.1063 0.015
C -0.3080 3.6916 -1.5165 0.003
C 1.5972 3.7612 0.7729 0.002
C 3.0554 3.3618 0.4850 0.000
C 3.2561 3.0363 -0.9977 0.001
C 3.4820 2.1499 1.3357 0.000
As 2.8914 0.3369 0.7885 0.000
C 3.3164 -0.4764 2.5349 0.000
C 4.5531 -0.2231 -0.1111 0.000
C 3.9726 4.5326 0.8967 0.000
As 3.8064 6.4436 0.3231 0.000
C 2.7391 6.4706 -1.3388 0.000
C 2.3756 7.0701 1.5306 0.000
H -1.0667 4.5944 1.3280 0.000
H -1.1140 3.1080 2.2882 0.000
H -2.2383 3.3204 0.9397 0.000
H -0.4001 4.7598 -1.3120 0.000
H -1.2470 3.3411 -1.9477 0.000
H 0.4734 3.5355 -2.2608 0.001
H 1.4591 3.8142 1.8576 0.000
H 1.4314 4.7601 0.3728 0.000
H 2.6126 2.1994 -1.2884 0.003
H 4.2953 2.7566 -1.1857 0.000
H 3.0163 3.8926 -1.6267 0.000
H 3.1135 2.2881 2.3574 0.000
H 4.5747 2.1201 1.3930 0.000
H 4.2528 -0.0807 2.9306 0.000
H 3.4099 -1.5591 2.4412 0.000
H 2.5160 -0.2589 3.2433 0.000
H 5.4352 0.1230 0.4300 0.000
H 4.5792 0.1704 -1.1272 0.000
H 4.5783 -1.3116 -0.1664 0.000
H 4.9984 4.2684 0.6213 0.000
H 3.9670 4.6070 1.9904 0.000
H 3.3172 6.0743 -2.1723 0.000
H 2.5187 7.5165 -1.5552 0.000
H 1.7964 5.9307 -1.2699 0.000
H 2.6556 6.8767 2.5661 0.000
H 1.4074 6.6104 1.3391 0.000
H 2.2694 8.1482 1.4084 0.000
Te 1.1207 -3.3738 -0.9159 0.647
C 2.1092 -4.5482 -2.3107 0.049
C 3.4487 -4.8277 -2.4036 0.055
C 3.7715 -5.6742 -3.4872 0.005
C 2.6734 -6.0283 -4.2149 0.062
S 1.2421 -5.3414 -3.5792 0.009
H 4.1729 -4.4357 -1.7044 0.001
H 4.7710 -6.0100 -3.7198 -0.001
H 2.6185 -6.6520 -5.0922 0.003
C -8.1256 -4.9007 -1.4051 0.000
C -6.6548 -4.5218 -1.4475 0.000
S -6.2239 -3.7402 0.1207 0.000
O -6.6744 -2.3696 0.0895 0.000
O -6.6586 -4.5735 1.2079 0.000
C -4.4100 -3.6823 0.1301 0.000
C -4.0301 -2.9100 1.3922 0.000
N -2.6605 -2.4309 1.3568 0.000
C -2.2679 -1.2207 0.9007 0.000
N -0.9627 -1.0387 1.0449 -0.001
C -0.4830 -2.1627 1.6125 0.005
C -1.5128 -3.0532 1.8071 0.004
N -1.4158 -4.3905 2.2518 0.002
O -2.4166 -5.0968 2.2205 0.003
O -0.3155 -4.7634 2.6196 0.006
C -3.1941 -0.2195 0.3127 0.001
H -8.4314 -5.3843 -2.3307 0.000
H -8.7375 -4.0115 -1.2574 0.000
H -8.3055 -5.5810 -0.5746 0.000
H -6.4327 -3.7850 -2.2175 0.000
H -6.0025 -5.3897 -1.5423 0.000
H -4.1048 -3.1602 -0.7767 0.000
H -4.0275 -4.7008 0.1539 0.000
H -4.1717 -3.5576 2.2512 0.000
H -4.6850 -2.0431 1.4796 0.000
H 0.5536 -2.2923 1.8694 0.002
H -3.7743 0.2724 1.0962 0.000
H -3.8925 -0.6766 -0.3879 0.000
H -2.5860 0.5220 -0.1997 0.001
```

3.
Here is a gas-phase ion, C2H5N4 (charge +1) at a distorted geometry from the OMol25 dataset. Energies are from wB97M-V/def2-TZVPD.

Calculated values
2S+1	1
charge	+1
relative energy (zero: lowest compared OMol25 entry of this formula, charge and spin)	38.9	kcal/mol
LUMO	-5.23	eV
orbital gap	0.3600	Ha
structure (SMILES)	N#C/[N+](N)=C/N

XYZ file:
```
11
Properties=species:S:1:pos:R:3:lowdin_charge:R:1
N -3.0428 -0.2469 0.0465 0.255
C -1.9151 -0.1041 -0.0174 -0.204
N -0.5869 0.1282 -0.0472 -0.107
N -0.1272 1.4264 0.1194 0.160
C 0.2722 -0.9059 0.1241 -0.003
N 1.5801 -0.7491 -0.0746 0.237
H 0.6648 1.5511 -0.4741 0.101
H -0.8934 2.0654 0.1716 0.130
H -0.0608 -1.9214 0.2047 0.172
H 2.2437 -1.4517 0.1513 0.141
H 1.8655 0.2079 -0.2043 0.118
```

4.
Here is a single C3H3P molecule at a distorted geometry from the OMol25 dataset. Energies are from wB97M-V/def2-TZVPD.

Calculated values
2S+1	1
charge	0
relative energy (zero: lowest compared OMol25 entry of this formula, charge and spin)	142.4	kcal/mol
LUMO (spin up / spin down)	-1.73 / -1.66	eV
orbital gap (spin up / spin down)	0.2452 / 0.2480	Ha

XYZ file:
```
7
Properties=species:S:1:pos:R:3:lowdin_charge:R:1
C -3.2993 0.6868 0.0681 0.124
C -1.4972 0.4201 0.1675 -0.564
C 1.1973 -0.1159 -0.1240 -0.369
P -0.4793 -0.8206 0.4201 0.734
H 0.9121 0.4207 -1.0765 0.038
H 1.8934 -1.0202 -0.2597 0.045
H 1.2729 0.4291 0.8044 -0.008
```

5.
Here is 2 unconnected molecules or ions with the total composition C6H10N2O2 at a distorted geometry from the OMol25 dataset. Energies are from wB97M-V/def2-TZVPD.

Calculated values
2S+1	1
charge	0
relative energy (zero: lowest compared OMol25 entry of this formula, charge and spin)	54.7	kcal/mol
LUMO	0.59	eV
orbital gap	0.3305	Ha
structure (SMILES)	C/C=C\N=C(O)O.CC#N

XYZ file:
```
20
Properties=species:S:1:pos:R:3:lowdin_charge:R:1
C -1.1276 1.9792 1.0164 -0.125
C -0.8304 1.5805 -0.3788 -0.174
C 0.3429 1.0429 -0.7219 -0.184
N 1.4036 0.6295 0.1315 0.113
C 2.3575 -0.0639 -0.3204 -0.566
O 3.3577 -0.3078 0.5235 0.123
O 2.5360 -0.6977 -1.4909 0.123
H -1.2427 1.1270 1.5946 0.040
H -2.0912 2.6224 1.0625 0.099
H -0.4364 2.6827 1.4391 0.065
H -1.6787 1.6449 -1.1953 0.132
H 0.5075 0.5931 -1.6898 0.092
H 3.2310 0.0298 1.3646 0.084
H 3.3025 -1.2647 -1.3133 0.130
C -0.6755 -2.5207 -0.1650 -0.068
C 0.2147 -2.0966 0.8807 -0.325
N 0.8243 -1.9514 1.8281 0.159
H -1.6507 -2.2317 0.2064 0.078
H -0.5459 -3.6253 -0.4562 0.120
H -0.5079 -1.8024 -1.0105 0.083
```

6.
Here is 3 unconnected molecules or ions with the total composition C4H7NO2 at a distorted geometry from the OMol25 dataset. Energies are from wB97M-V/def2-TZVPD.

Calculated values
2S+1	1
charge	0
relative energy (zero: lowest compared OMol25 entry of this formula, charge and spin)	52.8	kcal/mol
LUMO	1.13	eV
orbital gap	0.4033	Ha

XYZ file:
```
14
Properties=species:S:1:pos:R:3:lowdin_charge:R:1
C -1.2229 -1.2230 0.1992 -0.065
C -0.9877 -1.1257 -1.2804 -0.309
C 0.4811 2.1334 0.0466 -0.111
N 0.6690 1.4937 1.1272 0.003
C 2.6210 -0.6625 0.8572 -0.005
O 2.1035 -1.4479 0.2187 0.006
O -0.3613 -0.2510 -1.8351 0.009
H -0.6766 -0.4454 0.7430 0.042
H -0.9162 -2.2166 0.5476 0.082
H -2.2999 -1.1383 0.3943 0.084
H -1.4495 -1.9327 -1.8882 0.115
H -0.0948 1.6534 -0.7453 0.037
H 0.8834 3.1328 -0.1588 0.069
H 1.2510 2.0300 1.7740 0.044
```

7.
Here is a gas-phase ion, C6H13N2 (charge +1) at a distorted geometry from the OMol25 dataset. Energies are from wB97M-V/def2-TZVPD.

Calculated values
2S+1	1
charge	+1
relative energy (zero: lowest compared OMol25 entry of this formula, charge and spin)	93.5	kcal/mol
LUMO	-4.51	eV
orbital gap	0.3194	Ha
structure (SMILES)	C/C=[N+]1/C[C@H]1N(C)C

XYZ file:
```
21
Properties=species:S:1:pos:R:3:lowdin_charge:R:1
C -1.1244 -2.0006 -0.6313 0.003
C -1.4011 -0.6778 0.1020 -0.121
N -1.3162 0.4294 -0.5275 0.016
C -1.2931 1.7921 -0.0190 0.061
C -0.0616 1.1650 -0.6500 -0.172
N 0.9199 0.5960 0.1109 -0.204
C 2.1517 0.2186 -0.5338 -0.036
C 0.7995 0.1389 1.4021 -0.047
H -1.8397 -2.7147 -0.2911 0.075
H -0.1357 -2.3958 -0.4687 0.077
H -1.2617 -1.7438 -1.7592 0.137
H -2.1032 -0.6982 0.9606 0.159
H -1.4662 1.9362 0.9958 0.110
H -1.7387 2.5807 -0.5942 0.132
H 0.1909 1.4893 -1.6291 0.163
H 2.9865 0.4663 0.1694 0.108
H 2.4418 -0.9355 -0.5519 0.134
H 2.1643 0.5753 -1.5224 0.073
H 1.5956 -0.2933 1.8870 0.085
H 0.4460 0.8790 2.0813 0.105
H 0.0454 -0.8071 1.4689 0.143
```

8.
Here is a single C6H12S molecule at a distorted geometry from the OMol25 dataset. Energies are from wB97M-V/def2-TZVPD.

Calculated values
2S+1	1
charge	0
relative energy (zero: lowest compared OMol25 entry of this formula, charge and spin)	18.6	kcal/mol
LUMO	0.97	eV
orbital gap	0.3470	Ha
structure (SMILES)	CSC1CCCC1

XYZ file:
```
19
Properties=species:S:1:pos:R:3:lowdin_charge:R:1
C -1.3503 -2.7174 0.4985 -0.413
S -1.1937 -1.7475 -1.0589 0.807
C -0.2730 -0.1950 -0.7279 -0.607
C 1.2578 -0.1725 -0.2523 -0.146
C 1.6039 1.3600 -0.0587 -0.182
C 0.2482 1.9922 0.0824 -0.245
C -0.7762 0.9628 0.1255 -0.264
H -2.3119 -3.3169 0.4691 0.043
H -0.5318 -3.3803 0.6369 0.000
H -1.5165 -1.9810 1.3603 0.053
H -0.3768 0.1560 -1.7612 0.076
H 1.2291 -0.5953 0.7704 0.112
H 1.9578 -0.5716 -0.9493 0.088
H 2.1668 1.7983 -0.8631 0.096
H 2.1806 1.4482 0.8792 0.108
H 0.2001 2.6026 0.9870 0.121
H 0.0138 2.4441 -0.8861 0.119
H -1.7195 1.3747 -0.3407 0.141
H -0.8084 0.5389 1.0889 0.094
```

no.,E_tot (eV)
1,-7393.577
2,-252858.360
3,-8106.038
4,-12438.817
5,-13457.571
6,-9844.989
7,-9402.814
8,-17250.793